20
Properties=species:S:1:pos:R:3 method="wB97M-V/def2-TZVPD" total_charge=+1 energy_ha=-328.2770 relative_energy_kj_mol=398.43 smiles="C=C[N@H+](C)[C@]12C[C@H]1C2" fmax_ev_per_a=3.54 orbital_gap_ha=0.4009
H -0.7774 -1.9147 1.2152
H 1.6227 1.6484 -1.2495
N -0.6368 -0.5075 -0.1994
H 0.7664 1.6386 1.5346
C 1.6345 0.9933 -0.3976
C 1.2531 0.8474 1.0679
C 1.9900 -0.4797 -0.6549
H -1.8596 -2.3573 -0.3457
H -1.8106 0.1880 1.4042
H -0.0362 -2.4143 -0.2889
C -0.8582 -1.9341 0.1315
C 0.6929 -0.0655 0.0741
H -2.7264 2.1583 0.1148
H -0.8390 -0.3851 -1.1268
H 2.8104 -0.8066 -0.0635
C -1.5914 0.4432 0.3576
H 1.9823 -0.7618 -1.6844
H -1.7488 1.6283 -1.3136
C -1.9968 1.5072 -0.3149
H 2.1289 0.5740 1.7395

---

20
Properties=species:S:1:pos:R:3 method="wB97M-V/def2-TZVPD" total_charge=+1 energy_ha=-328.3684 relative_energy_kj_mol=158.45 fmax_ev_per_a=1.26 orbital_gap_ha=0.3874
H -2.6047 -0.6046 1.9025
C 0.9543 0.1397 -2.0223
C 2.6508 -0.2803 -0.0677
H -0.1130 -0.9142 1.6757
H -2.6985 -0.0769 0.2122
H -0.8446 1.4136 -1.8808
C -2.1560 -0.7026 0.9165
H 1.4276 0.0663 -2.9797
H -2.2630 -1.7388 0.6041
H -1.1289 1.7541 0.7944
H 3.4281 -0.4764 -0.7994
H 2.9636 0.5643 0.5458
N -0.3625 1.0944 0.9232
H -1.2100 -0.3235 -2.0018
C -0.7003 -0.3494 0.9588
C -0.4878 0.4112 -1.6498
C 0.0001 0.2062 -0.2142
H 0.3791 1.4563 1.5197
H 2.5528 -1.1510 0.5789
C 1.3773 0.0035 -0.7586

---

20
Properties=species:S:1:pos:R:3 method="wB97M-V/def2-TZVPD" total_charge=+1 energy_ha=-328.1675 relative_energy_kj_mol=298.02 s_squared=2.012 spin_multiplicity=3 fmax_ev_per_a=4.35 orbital_gap_ha="0.2507 / 0.2669"
H -1.4433 0.7398 2.1040
H -0.9590 2.1714 0.1365
C 2.5835 -0.6789 0.1893
H 3.4970 -0.9491 -0.4597
C -1.7583 -0.7580 -0.9562
H -0.2311 -0.6345 1.8009
C -0.9996 -0.0159 0.0190
H 1.1684 -1.1462 -1.2631
H -2.6885 -0.2954 -1.1732
C 1.7128 0.4179 -0.1031
H -1.1892 -0.8360 -1.9238
H -0.5815 1.2707 -1.5775
C -1.2106 -0.1429 1.4572
H 3.0313 -0.8119 1.2152
H -1.9293 -0.9796 1.8042
H -2.0869 -1.7842 -0.5793
C -0.4909 1.2760 -0.4303
N 1.1938 -0.8683 -0.2933
C 0.9798 1.5375 -0.0332
H 1.4017 2.4876 0.0664

---

21
Properties=species:S:1:pos:R:3 method="wB97M-V/def2-TZVPD" energy_ha=-383.2771 relative_energy_kj_mol=383.62 fmax_ev_per_a=6.28 orbital_gap_ha=0.3505
N -3.1811 -0.5474 -0.7592
H 0.8520 -1.2843 2.4161
C 1.6246 0.7201 -0.7955
C -2.4799 1.6598 0.1363
H -4.1932 -0.4360 -1.0361
C 0.9096 -1.5015 0.3299
C 0.7976 1.4975 0.2136
C 0.7102 0.6437 1.4409
H 1.1655 -1.0948 -1.9845
H -0.2270 -0.5721 -1.1412
H 1.9444 -2.0686 0.4924
H 1.5637 1.3035 -1.7902
H -2.9991 -1.2677 -0.1759
H 2.6205 0.5668 -0.6421
H 1.4809 2.3824 0.2482
H -0.1983 1.7776 -0.0657
C 0.8905 -0.6255 -0.9591
H 0.1041 -2.2041 0.3651
C 0.8253 -0.6792 1.5495
H 0.6154 1.0986 2.3897
N -2.8258 0.6311 -0.2323

---

22
Properties=species:S:1:pos:R:3 method="wB97M-V/def2-TZVPD" energy_ha=-458.4779 relative_energy_kj_mol=553.88 fmax_ev_per_a=4.64 orbital_gap_ha="0.2517 / 0.2285"
C -1.9876 0.9394 -0.9878
O 2.5324 -1.6230 1.6256
N 0.2499 -1.0695 -0.2788
H 0.0306 2.0516 1.7887
C 1.3228 -1.9131 -0.6026
C 2.6620 -1.2417 0.3782
C 0.2104 0.2274 -0.5667
H -1.6922 2.2240 1.3131
H 1.6145 -1.9393 -1.6654
H -1.8833 -0.0107 -1.5644
C -0.7367 2.0501 0.8844
H 0.6689 0.6345 -1.3747
H -1.6430 1.7040 -1.7287
N -0.5980 -1.3975 0.7377
C -1.3540 -0.4034 0.9365
H -0.5357 2.7708 0.1061
H 2.3363 -0.1847 0.1985
H -2.0191 -0.5153 1.7909
H -2.9871 1.2053 -0.7829
H 1.0309 -2.9458 -0.2156
C -0.8968 0.7736 0.0877
H 3.6747 -1.3369 -0.0798

---

Please write out number 1 again, unchanged.
20
Properties=species:S:1:pos:R:3 method="wB97M-V/def2-TZVPD" total_charge=+1 energy_ha=-328.2770 relative_energy_kj_mol=398.43 smiles="C=C[N@H+](C)[C@]12C[C@H]1C2" fmax_ev_per_a=3.54 orbital_gap_ha=0.4009
H -0.7774 -1.9147 1.2152
H 1.6227 1.6484 -1.2495
N -0.6368 -0.5075 -0.1994
H 0.7664 1.6386 1.5346
C 1.6345 0.9933 -0.3976
C 1.2531 0.8474 1.0679
C 1.9900 -0.4797 -0.6549
H -1.8596 -2.3573 -0.3457
H -1.8106 0.1880 1.4042
H -0.0362 -2.4143 -0.2889
C -0.8582 -1.9341 0.1315
C 0.6929 -0.0655 0.0741
H -2.7264 2.1583 0.1148
H -0.8390 -0.3851 -1.1268
H 2.8104 -0.8066 -0.0635
C -1.5914 0.4432 0.3576
H 1.9823 -0.7618 -1.6844
H -1.7488 1.6283 -1.3136
C -1.9968 1.5072 -0.3149
H 2.1289 0.5740 1.7395